Computed, not measured: a molecular structure, C43H29N8O9PRuS, with the ωB97M-V functional and the def2-TZVPD basis.

Structure (XYZ):
```
92
Properties=species:S:1:pos:R:3:forces:R:3
Ru -1.343 -0.255 -0.650 -1.90 -0.74 -0.69
C -2.537 0.675 -4.673 0.09 0.01 -0.10
C -2.594 0.327 -3.336 0.18 -0.20 0.10
N -1.536 -0.238 -2.748 -0.64 -0.12 0.08
C -0.453 -0.489 -3.462 0.42 -0.01 0.10
C -0.399 -0.084 -4.785 -0.12 0.24 -0.47
N -1.432 0.503 -5.388 0.35 -0.21 0.11
C 0.611 -1.224 -2.751 -0.12 0.12 -0.08
C 1.540 -1.911 -3.498 -0.10 0.24 -0.39
C 2.436 -2.763 -2.891 0.40 -0.25 -0.13
C 2.331 -2.851 -1.520 -0.08 -0.23 0.30
C 1.407 -2.119 -0.782 0.03 0.10 0.26
N 0.541 -1.279 -1.400 -0.26 0.24 0.67
C 1.418 -2.377 0.705 0.31 0.05 -0.45
C 2.542 -2.956 1.308 0.32 0.03 0.23
N 2.548 -3.371 2.573 0.08 0.12 -0.47
C 1.426 -3.199 3.256 0.00 0.03 0.02
C 0.356 -2.521 2.699 -0.16 0.01 -0.02
N 0.363 -2.098 1.438 -0.75 -0.48 0.21
C 3.417 -3.576 -3.667 -0.23 0.21 0.17
C 4.422 -4.291 -3.035 0.29 -0.18 0.18
C 5.311 -5.040 -3.795 -0.05 0.04 -0.23
N 5.263 -5.111 -5.128 -0.25 0.18 0.18
C 4.293 -4.422 -5.733 0.14 -0.08 0.17
C 3.358 -3.653 -5.050 -0.06 -0.04 -0.37
H -3.388 1.130 -5.167 0.04 -0.03 0.04
H -3.466 0.500 -2.732 -0.10 0.05 0.16
H 0.509 -0.204 -5.367 -0.13 0.04 -0.02
H 1.526 -1.798 -4.573 -0.04 -0.04 0.10
H 2.945 -3.561 -0.996 -0.04 -0.02 0.01
H 3.484 -3.044 0.778 -0.08 -0.03 0.11
H 1.392 -3.580 4.272 -0.01 0.05 -0.08
H -0.525 -2.311 3.296 -0.02 0.05 -0.08
H 4.546 -4.276 -1.958 0.03 -0.01 -0.11
H 6.100 -5.609 -3.311 -0.06 0.06 -0.05
H 4.259 -4.489 -6.817 0.00 0.00 0.11
H 2.587 -3.146 -5.620 0.11 -0.07 0.04
O -4.203 -3.109 -0.380 -0.05 0.13 -0.22
S -3.302 -2.073 -0.021 0.06 -0.36 0.52
O -1.881 -2.337 -0.395 0.49 0.61 -0.11
O -3.574 -0.707 -0.563 0.80 0.52 -0.04
C -3.419 -1.855 1.744 -0.28 0.13 0.00
C -4.324 -2.690 2.388 0.13 -0.07 -0.14
C -4.754 -2.387 3.671 -0.01 0.02 0.10
C -4.340 -1.211 4.274 0.00 0.01 0.05
C -3.424 -0.384 3.635 -0.02 -0.17 0.07
C -2.908 -0.716 2.386 0.15 -0.12 -0.02
P -1.639 0.360 1.630 0.25 -0.10 0.21
C -0.159 0.472 2.679 0.01 0.03 0.03
C 1.071 0.486 2.023 0.00 0.30 0.14
C 2.252 0.661 2.730 0.04 -0.01 -0.02
C 2.209 0.824 4.109 -0.04 -0.02 0.05
C 0.986 0.812 4.772 0.05 -0.04 -0.01
C -0.195 0.636 4.063 0.11 -0.01 -0.03
C -2.391 2.003 1.832 0.01 -0.06 -0.23
C -1.617 3.101 2.195 0.03 0.09 0.03
C -2.199 4.361 2.286 0.07 0.00 -0.01
C -3.547 4.525 2.006 -0.03 0.02 -0.02
C -4.318 3.431 1.627 -0.06 0.03 -0.01
C -3.743 2.176 1.532 0.00 -0.02 -0.06
H -4.709 -3.554 1.858 -0.01 0.12 0.06
H -5.456 -3.043 4.173 0.04 0.05 -0.05
H -4.741 -0.922 5.239 0.06 -0.03 -0.06
H -3.148 0.553 4.097 0.06 0.02 0.04
H 1.105 0.343 0.950 0.00 0.00 0.05
H 3.205 0.658 2.209 -0.09 0.01 0.06
H 3.130 0.957 4.667 -0.09 0.00 -0.04
H 0.948 0.945 5.848 0.02 -0.03 -0.09
H -1.130 0.619 4.607 0.01 0.04 -0.05
H -0.563 2.977 2.415 -0.03 0.04 0.01
H -1.597 5.215 2.576 -0.03 -0.08 -0.02
H -3.997 5.509 2.073 0.03 -0.09 0.00
H -5.370 3.564 1.396 0.11 -0.03 0.01
H -4.337 1.329 1.206 -0.01 0.05 0.04
O -2.214 3.658 -1.826 0.08 -0.19 0.17
C -1.478 2.833 -1.345 0.00 -0.21 0.00
O -1.879 1.616 -1.007 0.71 0.24 -0.04
C -0.029 3.174 -1.056 -0.13 -0.31 0.04
C 0.955 2.202 -0.982 -0.06 0.37 -0.01
C 2.250 2.558 -0.670 0.08 -0.22 -0.05
C 2.608 3.860 -0.422 0.35 0.16 0.10
C 1.613 4.810 -0.515 0.04 0.26 0.03
C 0.309 4.502 -0.838 -0.17 0.21 0.03
N 1.970 6.228 -0.237 0.07 0.29 0.05
O 1.056 7.028 -0.175 0.32 -0.35 -0.04
O 3.150 6.485 -0.085 -0.47 -0.17 -0.06
N 3.277 1.492 -0.569 -0.13 0.16 -0.03
O 4.357 1.788 -0.124 0.10 0.13 0.05
O 2.959 0.370 -0.926 -0.12 0.00 -0.02
H 0.742 1.177 -1.177 -0.10 -0.54 -0.10
H 3.621 4.130 -0.168 0.03 0.04 0.02
H -0.445 5.276 -0.907 0.03 -0.03 0.01
```
Forces are in eV/Å.

## Properties
Total charge ... +1
E_tot ... -3605.312109 hartree
F_max ... 2.15 eV/Å
Energy relative to the best compared isomer or geometry (same formula, charge and spin) ... 0.00 kJ/mol
Frontier orbital gap (alpha / beta) ... 0.2775 / 0.2630 Eh
LUMO level (alpha / beta) ... -4.29 / -4.64 eV
2S+1 ... 2

***

Computed, not measured: a molecular structure, C43H31BiBrN4O5S2, with the ωB97M-V functional and the def2-TZVPD basis.

Structure (XYZ):
```
87
Properties=species:S:1:pos:R:3:forces:R:3
Bi 0.245 0.454 0.874 -1.39 0.86 -0.91
Br 5.459 5.326 3.467 0.68 -0.07 0.32
C 3.842 4.377 3.344 -1.23 0.56 0.28
C 2.711 5.215 3.048 -0.89 -1.32 -1.05
C 1.521 4.596 2.620 1.28 1.28 0.63
C 1.468 3.170 2.572 -0.07 -1.46 -1.42
O 0.649 2.616 1.745 0.29 0.53 1.03
C 2.492 2.358 3.237 -0.01 0.97 -0.75
C 2.394 0.944 3.398 0.76 -0.28 -0.45
N 1.361 0.204 3.070 1.13 2.07 0.07
C 1.138 -1.000 3.672 -0.12 -2.81 0.32
C 2.102 -1.938 4.053 0.09 0.87 0.53
C 1.745 -3.090 4.803 -0.92 0.14 -0.46
C 0.425 -3.406 5.027 -0.95 0.87 0.48
C -0.652 -2.523 4.610 1.07 0.59 -2.08
C -2.055 -2.803 4.630 0.53 0.18 -0.06
C -2.919 -2.054 3.866 -1.08 -0.27 0.22
C -2.426 -0.962 3.132 0.38 0.12 0.31
N -1.172 -0.574 3.153 0.06 -0.67 0.42
C -0.264 -1.360 3.802 -0.27 -0.79 1.09
C 3.725 3.023 3.525 -0.54 0.41 0.09
H 2.851 6.309 3.003 -0.18 -0.76 0.01
H 0.707 5.185 2.147 0.58 -0.60 0.53
H 3.351 0.471 3.772 -1.12 0.35 0.30
H 3.174 -1.725 3.875 -0.80 -0.17 0.06
H 2.481 -3.771 5.206 0.27 0.05 -0.26
H 0.172 -4.313 5.573 0.01 0.15 -0.07
H -2.402 -3.624 5.239 -0.13 -0.19 -0.03
H -4.033 -2.237 3.795 1.53 -0.04 0.28
H -3.111 -0.373 2.538 0.00 0.12 -0.15
H 4.554 2.464 3.925 0.25 -0.21 -0.11
O -3.520 -2.312 -0.021 0.73 0.95 0.01
C -4.348 -1.644 -0.845 -0.27 -0.17 -0.64
C -5.356 -2.424 -1.442 -0.62 0.70 0.21
C -6.354 -1.820 -2.220 0.34 -0.35 0.43
C -6.299 -0.456 -2.511 1.49 0.30 1.36
C -5.235 0.326 -1.961 -1.10 -0.85 -0.63
C -4.235 -0.260 -1.163 -0.26 -0.19 -0.49
C -3.009 0.521 -0.834 -0.07 3.43 -1.71
O -2.138 0.096 -0.048 0.39 -1.39 0.85
N -2.888 1.745 -1.500 -2.94 -3.21 0.80
N -1.765 2.344 -1.236 3.35 3.71 -0.77
C -1.615 3.540 -1.809 -1.50 -3.28 0.84
S -0.145 4.450 -1.861 0.24 0.13 0.63
C -0.605 5.430 -3.310 2.17 0.27 -0.15
C -2.071 5.611 -3.450 -1.45 0.89 0.24
S -2.977 4.200 -2.756 0.18 -0.43 -0.05
H -2.745 -1.718 0.177 -0.38 -0.51 -0.02
H -5.407 -3.486 -1.195 0.09 0.35 -0.06
H -7.208 -2.446 -2.513 0.42 0.37 -0.22
H -7.062 0.018 -3.085 -0.40 0.26 -0.31
H -5.218 1.404 -2.169 0.30 -0.62 0.11
H -0.161 4.949 -4.193 -0.24 0.07 0.18
H -0.035 6.377 -3.137 -0.66 -0.52 -0.41
H -2.363 5.645 -4.526 0.19 0.39 0.86
H -2.407 6.517 -2.875 0.26 -0.65 -0.86
O -0.806 -2.782 0.600 2.19 0.61 -0.30
C 0.390 -2.626 0.283 -0.23 -0.03 0.15
O 1.152 -1.550 0.419 -1.08 -1.08 -0.02
C 1.184 -3.759 -0.374 0.42 -0.21 -0.03
C 2.207 -3.466 -1.293 -0.78 0.66 0.31
C 2.881 -4.483 -1.931 0.70 -0.38 -0.40
C 2.682 -5.820 -1.568 -0.58 0.24 0.36
C 1.675 -6.142 -0.652 0.50 0.63 0.20
C 0.951 -5.099 -0.069 -1.53 -0.19 0.64
H 2.422 -2.413 -1.497 -0.08 -0.40 -0.09
H 3.595 -4.228 -2.729 -0.19 -0.18 0.55
H 3.321 -6.595 -1.954 0.01 -0.15 -0.33
H 1.501 -7.168 -0.323 0.05 0.26 -0.22
H 0.107 -5.324 0.637 0.96 0.22 -0.70
C 1.001 -0.122 -4.955 -0.63 -0.12 0.19
C 0.029 -0.439 -3.951 -0.20 -0.56 -0.91
C 0.143 -0.044 -2.651 -0.11 1.05 0.01
C 1.229 0.808 -2.268 1.78 -1.10 -0.44
C 1.562 1.146 -0.926 -0.61 -0.04 0.95
C 2.740 1.766 -0.602 0.14 -0.04 -0.92
C 3.732 2.020 -1.585 -0.48 -0.37 -0.55
C 3.512 1.649 -2.887 -1.73 -0.36 0.69
C 2.248 1.046 -3.258 0.32 0.87 0.43
C 2.042 0.666 -4.609 0.85 0.00 -0.01
H 0.957 -0.508 -5.983 -0.41 0.20 0.53
H -0.840 -1.009 -4.275 0.15 -0.07 0.26
H -0.644 -0.279 -1.928 0.27 0.02 -0.25
H 2.966 2.047 0.410 -0.01 0.07 0.42
H 4.664 2.459 -1.299 0.45 0.22 0.15
H 4.245 1.734 -3.658 0.50 0.26 -0.34
H 2.787 0.950 -5.361 -0.12 -0.14 0.31
```
Forces are in eV/Å.

## Properties
Total charge ... -1
E_tot ... -5837.475037 hartree
F_max ... 5.06 eV/Å
Energy relative to the best compared isomer or geometry (same formula, charge and spin) ... 0.00 kJ/mol
Frontier orbital gap ... 0.1985 Eh
LUMO level ... 1.40 eV
2S+1 ... 1